Computed, not measured: C23H26N6O2 in the gas phase in a non-equilibrium geometry, with ωB97M-V/def2-TZVPD.

Geometry as XYZ:
```
57
Properties=species:S:1:pos:R:3:forces:R:3:mulliken_charge:R:1
C 4.710 1.644 2.636 0.0 0.0 -0.1 -1.737
C 3.853 1.379 1.437 -0.1 0.0 0.1 0.979
C 2.514 1.091 1.587 0.1 0.0 -0.3 -0.813
C 1.689 0.835 0.487 0.4 0.1 -0.3 0.261
C 0.304 0.519 0.604 -0.3 -0.1 -0.5 0.158
C -0.456 0.252 -0.482 -0.1 0.1 0.2 0.326
C -1.946 -0.045 -0.406 0.1 0.2 -0.2 -1.130
C -2.181 -1.069 0.647 0.0 -0.8 -0.1 -0.882
N -2.634 -0.934 1.871 0.0 1.0 -0.5 -0.078
N -2.636 -2.145 2.414 -0.2 -0.4 0.9 -0.866
N -2.206 -3.014 1.604 0.3 -1.2 -0.3 -0.463
N -1.902 -2.389 0.463 -0.6 1.3 0.4 0.899
C -1.308 -3.076 -0.647 0.4 -0.4 0.0 -0.942
C 0.165 -2.809 -0.718 0.1 0.0 -0.9 0.766
C 1.014 -2.707 -1.779 -0.6 -0.2 0.5 -0.668
C 2.297 -2.461 -1.230 0.1 -0.1 0.6 -0.373
C 2.128 -2.431 0.119 0.6 0.1 -0.6 -0.587
O 0.842 -2.644 0.438 -0.5 -0.2 0.3 -0.341
N -2.789 1.121 -0.242 -0.1 -0.2 0.0 0.391
C -2.841 1.942 -1.441 0.0 0.0 -0.2 -0.180
C -3.677 3.202 -1.187 -0.1 -0.1 0.1 -0.835
C -4.661 2.936 -0.055 0.0 0.2 0.0 -0.697
C -3.880 2.702 1.239 0.0 -0.1 -0.1 -0.990
C -2.588 1.922 0.948 0.0 0.2 0.3 -0.326
C 0.124 0.257 -1.822 0.3 0.1 0.0 0.609
O -0.477 -0.035 -2.844 -0.2 0.0 -0.2 -0.721
N 1.452 0.609 -1.878 0.1 0.1 -0.3 0.154
C 2.252 0.877 -0.800 0.0 0.1 0.7 -0.321
C 3.606 1.171 -0.953 0.0 0.0 0.0 -0.933
C 4.408 1.420 0.143 -0.2 -0.1 -0.1 1.171
C 5.859 1.731 -0.045 0.0 0.0 0.0 -1.821
H 4.126 1.568 3.549 0.0 0.0 0.1 0.399
H 5.530 0.929 2.689 0.1 0.0 0.1 0.341
H 5.144 2.642 2.585 0.1 0.1 0.1 0.348
H 2.077 1.056 2.575 0.0 0.0 0.1 0.432
H -0.128 0.481 1.595 -0.1 -0.1 0.1 0.583
H -2.222 -0.485 -1.376 0.1 0.1 0.2 0.730
H -1.775 -2.761 -1.585 0.1 -0.1 0.1 0.362
H -1.499 -4.143 -0.485 -0.1 0.2 -0.1 0.336
H 0.755 -2.784 -2.815 -0.1 0.0 -0.2 0.463
H 3.213 -2.326 -1.767 0.2 0.1 -0.1 0.483
H 2.812 -2.265 0.926 0.0 0.0 0.2 0.541
H -1.834 2.234 -1.787 -0.1 -0.1 0.0 0.019
H -3.298 1.338 -2.230 0.1 0.0 0.0 0.374
H -3.029 4.035 -0.906 0.0 0.1 0.0 0.300
H -4.200 3.483 -2.102 0.1 0.1 0.0 0.474
H -5.348 3.775 0.063 -0.1 0.0 0.0 0.430
H -5.242 2.047 -0.297 -0.1 0.0 0.0 0.327
H -4.497 2.140 1.939 0.0 0.0 0.1 0.314
H -3.626 3.656 1.704 0.0 0.0 0.1 0.379
H -1.739 2.618 0.823 0.0 0.0 0.0 0.264
H -2.375 1.257 1.782 0.1 0.2 0.0 0.419
H 1.867 0.611 -2.802 -0.2 0.0 0.1 0.261
H 4.027 1.201 -1.948 0.1 0.0 -0.1 0.330
H 6.477 0.998 0.473 0.1 0.0 0.0 0.342
H 6.097 2.711 0.366 0.1 0.1 0.0 0.355
H 6.124 1.724 -1.099 0.1 0.0 0.0 0.385
```
Forces are in eV/Å.

Calculated values
Energy, eV: -37308.182
M, g/mol: 418.5
Strongest force on any atom, eV Å⁻¹: 1.5
Frontier orbital gap, Ha: 0.3046
Total charge: 0
SMILES: Cc1cc2cc([C@@H](c3nnnn3Cc3ccco3)N3CCCCC3)c(=O)[nH]c2cc1C

=====

Computed, not measured: a molecular structure, C23H26N7ORuS4 in a non-equilibrium geometry, with ωB97M-V/def2-TZVPD.

Geometry as XYZ:
```
62
Properties=species:S:1:pos:R:3:forces:R:3:mulliken_spin:R:1
Ru 0.013 -0.159 0.056 -1.2 -0.6 1.4 0.060
N 4.071 -0.218 1.446 -0.4 0.2 0.3 0.000
C 3.251 -0.625 0.470 -0.1 0.1 0.0 -0.002
N 2.039 -0.165 0.699 -0.1 0.8 0.3 -0.005
C 2.149 0.517 1.907 2.7 -1.2 -1.4 -0.015
N 3.404 0.506 2.364 -0.9 0.0 0.0 0.001
C 0.989 1.033 2.519 -2.7 0.8 0.8 0.007
C 0.967 1.675 3.769 0.8 -0.6 -1.0 0.001
N -0.132 2.051 4.358 -1.6 0.1 0.0 -0.002
C -1.288 1.800 3.696 1.2 0.2 0.7 -0.003
C -1.310 1.199 2.461 -0.4 0.0 -0.3 0.001
N -0.196 0.798 1.841 1.8 0.2 0.9 -0.001
H 5.047 -0.433 1.585 -0.1 0.1 0.0 0.000
H 3.569 -1.245 -0.346 0.0 -0.1 -0.1 0.004
H 1.904 1.852 4.279 0.1 0.0 0.1 0.000
H -2.200 2.087 4.193 -0.1 0.0 0.0 0.000
H -2.245 1.028 1.941 0.1 0.0 0.0 0.005
S -2.357 -0.196 -0.260 0.5 0.0 -1.3 -0.026
S -3.419 -1.701 0.346 0.4 -1.1 1.3 -0.198
S -1.461 -3.610 1.148 -0.7 0.8 -0.7 0.631
S 0.060 -2.421 1.265 0.1 0.4 -0.2 0.529
C -0.161 1.828 -0.854 0.6 -0.6 0.9 0.025
C -0.286 1.671 -2.295 0.0 0.3 -0.6 -0.006
C 0.845 1.707 -3.124 -0.4 0.2 0.2 0.005
C 0.756 1.387 -4.463 -0.1 0.1 -0.2 0.000
C -0.469 1.054 -5.016 0.0 -0.1 -0.2 0.004
C -1.617 1.105 -4.235 0.1 0.0 -0.1 -0.003
C -1.530 1.426 -2.897 0.2 0.2 0.1 0.004
H -1.036 2.304 -0.401 0.1 0.0 0.0 0.002
H 0.758 2.346 -0.556 -0.2 0.2 -0.1 -0.001
H 1.797 1.983 -2.692 0.1 0.0 0.1 -0.001
H 1.642 1.375 -5.082 0.1 0.0 -0.1 0.000
H -0.532 0.761 -6.052 0.0 0.0 -0.2 0.000
H -2.580 0.894 -4.677 -0.1 0.0 0.0 0.000
H -2.424 1.483 -2.292 0.0 -0.1 -0.1 0.000
C 4.597 1.730 -3.409 0.0 -0.2 0.1 0.000
C 4.507 0.223 -3.135 -0.1 0.3 0.2 -0.001
N 4.116 -0.547 -4.295 0.1 0.0 -0.1 0.000
C 5.101 -0.543 -5.377 0.1 -0.2 -0.2 0.000
C 6.172 -1.621 -5.234 -0.2 0.1 0.0 0.000
C 3.097 -1.439 -4.459 0.2 0.0 -0.2 0.001
O 3.148 -2.192 -5.424 -0.1 0.0 0.0 0.000
C 1.859 -1.539 -3.600 -0.7 -0.6 0.0 -0.014
C 0.884 -2.400 -4.144 0.2 0.3 0.3 0.001
C -0.299 -2.620 -3.469 0.2 0.0 -0.1 -0.001
C -0.512 -2.002 -2.256 0.1 0.1 0.0 -0.009
N 0.381 -1.151 -1.730 -0.3 -0.3 -0.5 0.015
C 1.521 -0.933 -2.398 0.4 0.0 0.0 -0.002
H 4.536 2.277 -2.471 0.0 0.1 0.1 0.000
H 3.783 2.053 -4.053 -0.1 0.0 0.0 0.000
H 5.537 1.990 -3.888 0.0 0.1 0.0 0.000
H 3.805 0.051 -2.329 0.1 -0.1 0.0 -0.002
H 5.489 -0.129 -2.789 -0.1 -0.1 0.0 0.000
H 5.556 0.447 -5.410 0.0 0.0 0.0 0.000
H 4.562 -0.718 -6.310 0.1 0.2 0.1 0.000
H 6.699 -1.534 -4.287 0.1 0.0 0.1 0.000
H 6.889 -1.523 -6.044 0.2 0.0 0.0 0.000
H 5.718 -2.606 -5.297 0.0 -0.1 0.0 0.000
H 1.094 -2.881 -5.085 0.0 0.0 0.0 0.000
H -1.056 -3.272 -3.868 -0.1 -0.1 -0.1 -0.001
H -1.418 -2.189 -1.693 0.1 0.1 0.0 0.011
H 2.162 -0.217 -1.907 -0.1 -0.1 -0.1 -0.014
```
Forces are in eV/Å.

Calculated values
Energy, eV: -82673.695
2S+1: 2
M, g/mol: 645.8
Strongest force on any atom, eV Å⁻¹: 3.3
Frontier orbital gap (alpha / beta), Ha: 0.1930 / 0.1743
Total charge: 0

=====

Computed, not measured: a molecular structure, C23H27AsNOs in a non-equilibrium geometry, with ωB97M-V/def2-TZVPD.

Geometry as XYZ:
```
53
Properties=species:S:1:pos:R:3:forces:R:3:mulliken_charge:R:1
Os -1.344 0.447 0.188 1.1 2.0 1.2 0.641
C -4.597 1.413 -1.479 0.0 0.1 -0.1 -1.822
C -3.713 1.246 -0.291 0.1 0.1 0.1 1.046
C -2.955 2.325 0.236 -0.1 -0.5 -0.2 -0.279
C -2.315 2.219 1.485 0.2 -0.4 -0.1 -0.556
C -2.383 1.011 2.216 -0.4 -0.3 -0.3 -0.614
C -3.028 -0.113 1.642 0.2 0.0 -0.1 -0.526
C -3.658 0.008 0.379 0.1 -0.3 0.0 -0.424
H -5.599 1.636 -1.094 0.0 0.0 0.0 0.375
H -4.679 0.501 -2.066 0.0 0.0 0.0 0.458
H -4.305 2.253 -2.107 0.0 0.0 0.0 0.430
H -2.931 3.271 -0.289 0.1 0.0 -0.1 0.539
H -1.791 3.071 1.899 0.1 0.0 -0.1 0.511
H -1.935 0.938 3.199 0.1 0.0 -0.1 0.553
H -3.077 -1.058 2.168 0.1 0.0 0.0 0.494
H -4.182 -0.845 -0.031 0.0 0.0 0.0 0.540
N 0.330 0.106 0.541 -1.9 -0.4 -0.4 -0.120
C 1.469 -0.485 0.977 0.5 -0.5 0.4 0.183
C 1.271 -1.709 1.764 0.2 0.4 -0.1 0.164
C 1.997 -2.859 1.411 0.1 0.0 0.1 -0.096
C 1.804 -4.030 2.121 0.0 0.0 0.0 -0.883
C 0.927 -4.051 3.198 0.0 0.0 0.0 -0.465
C 0.220 -2.906 3.563 0.0 0.1 0.0 -0.922
C 0.368 -1.743 2.836 -0.1 -0.1 0.0 -0.225
C 2.736 0.038 0.643 -0.2 -0.1 -0.1 1.059
C 2.885 1.035 -0.359 -0.1 0.2 -0.2 0.218
C 4.128 1.510 -0.682 -0.2 0.0 -0.1 -0.875
C 5.252 1.028 0.002 0.1 0.0 0.1 -0.326
C 5.132 0.081 1.017 -0.1 -0.1 0.1 -0.975
C 3.890 -0.415 1.341 0.2 0.0 0.0 -0.403
H 2.674 -2.839 0.567 0.0 0.0 0.0 0.556
H 2.343 -4.924 1.841 0.0 0.0 0.0 0.455
H 0.795 -4.964 3.765 0.0 0.0 0.0 0.452
H -0.432 -2.928 4.426 0.0 0.0 0.0 0.459
H -0.154 -0.844 3.136 0.0 0.0 0.0 0.686
H 2.006 1.408 -0.876 0.1 0.0 0.1 0.034
H 4.255 2.259 -1.450 0.0 0.0 0.0 0.469
H 6.229 1.424 -0.246 0.0 0.0 0.0 0.456
H 6.009 -0.241 1.561 0.0 0.0 0.0 0.458
H 3.778 -1.108 2.160 0.0 0.0 0.1 0.578
C -2.167 0.316 -3.589 0.0 0.0 0.0 -1.136
As -0.806 0.605 -2.258 -0.3 0.0 -0.3 0.285
C -0.140 2.387 -2.603 0.0 0.0 0.0 -1.171
C 0.556 -0.683 -2.727 0.0 0.0 0.0 -0.885
H -1.667 0.436 -4.553 0.0 0.0 0.0 0.472
H -2.964 1.049 -3.515 0.1 0.0 0.0 0.364
H -2.565 -0.695 -3.518 0.0 0.0 0.0 0.420
H 0.455 2.362 -3.517 0.0 0.0 0.0 0.485
H 0.461 2.765 -1.775 0.0 -0.1 -0.1 0.379
H -0.990 3.052 -2.755 0.0 0.0 0.0 0.395
H 1.018 -0.336 -3.653 0.0 0.0 0.0 0.447
H 0.083 -1.649 -2.899 0.0 0.0 0.0 0.415
H 1.309 -0.777 -1.951 0.0 0.0 0.0 0.225
```
Forces are in eV/Å.

Calculated values
Energy, eV: -89056.055
M, g/mol: 582.6
Strongest force on any atom, eV Å⁻¹: 2.6
Frontier orbital gap (alpha / beta), Ha: 0.1923 / 0.2036
Total charge: +3